[1]
The following is a quantum chemistry calculation of C3H2N2O2 in the gas phase at a distorted geometry, from the Open Molecules 2025 dataset.

Calculated values
ΔE to the lowest compared entry with this formula, charge and spin   96.7 kJ/mol
E_LUMO   -0.2 eV
SMILES   [H]/N=C(/C#N)OC=O
Kohn-Sham gap   11.2 eV
Multiplicity   1

```
9
C3H2N2O2 ωB97M-V with the def2-TZVPD basis set
N -1.34 -0.62 -0.61
C -0.71 0.30 -0.03
O 0.64 0.50 0.16
C 1.55 -0.42 -0.25
O 1.32 -1.39 -0.91
C -1.41 1.27 0.79
N -1.88 1.79 1.70
H -0.71 -1.32 -1.00
H 2.53 -0.12 0.14
```


[2]
The following is a quantum chemistry calculation of a 2-piece molecular cluster, C4H11N2O overall at a distorted geometry, from the Open Molecules 2025 dataset.

Calculated values
ΔE to the lowest compared entry with this formula, charge and spin   199.0 kJ/mol
E_LUMO   -3.4 eV
Charge   +1
Kohn-Sham gap   8.6 eV
Multiplicity   1

```
18
C4H11N2O ωB97M-V with the def2-TZVPD basis set
C -2.35 1.55 1.88
N -0.20 1.64 -1.16
C -0.88 1.38 -0.06
N -1.74 2.06 0.61
H -3.07 2.30 2.22
H -1.60 1.35 2.65
H -2.90 0.61 1.72
H -0.41 2.42 -1.78
H 0.56 1.02 -1.39
H -0.53 0.46 0.43
H -2.14 2.90 0.16
C 0.80 -2.40 0.28
C 2.02 -2.55 -0.25
O 2.45 -1.84 -1.35
H 0.58 -2.77 1.26
H 0.08 -1.77 -0.24
H 2.68 -3.28 0.22
H 3.29 -2.21 -1.70
```


[3]
The following is a quantum chemistry calculation of C27H44IN4O5PrS2 as an isolated structure at a distorted geometry, from the Open Molecules 2025 dataset.

Calculated values
ΔE to the lowest compared entry with this formula, charge and spin   0.0 kJ/mol
E_LUMO (spin up / spin down)   0.2 / 0.2 eV
Kohn-Sham gap (spin up / spin down)   7.5 / 7.5 eV
Multiplicity   3

```
84
C27H44IN4O5PrS2 ωB97M-V with the def2-TZVPD basis set
Pr 0.27 0.54 -1.28
C -2.27 1.09 -0.65
C -1.78 2.30 -1.22
C -1.69 2.10 -2.61
C -2.10 0.79 -2.90
C -2.47 0.16 -1.69
H -2.65 0.98 0.36
H -1.69 3.25 -0.71
H -1.43 2.85 -3.35
H -2.22 0.37 -3.89
H -2.93 -0.81 -1.59
C -0.49 -4.98 -6.25
C 0.36 -4.02 -5.47
C 1.75 -4.07 -5.54
C 2.52 -3.20 -4.78
C 1.90 -2.27 -3.96
C 0.52 -2.19 -3.89
C -0.24 -3.07 -4.65
S 3.02 -1.27 -3.00
O 4.11 -2.07 -2.52
O 2.35 -0.50 -1.96
N 3.76 -0.34 -4.16
C 3.13 0.74 -4.89
C 2.83 1.97 -4.03
C 1.67 1.67 -3.08
O 1.61 2.25 -1.98
O 0.81 0.83 -3.46
H 0.13 -5.67 -6.81
H -1.13 -4.44 -6.95
H -1.13 -5.54 -5.58
H 2.23 -4.80 -6.17
H 3.59 -3.24 -4.79
H 0.03 -1.46 -3.26
H -1.32 -3.02 -4.59
H 4.73 -0.18 -3.91
H 2.19 0.35 -5.28
H 3.78 1.00 -5.73
H 2.53 2.80 -4.67
H 3.70 2.27 -3.44
C -3.21 2.71 5.96
C -2.75 3.96 5.24
C -1.86 3.67 4.03
C -2.59 3.14 2.79
N -3.08 1.79 2.93
C -2.31 0.69 2.81
S -0.67 0.80 2.52
N -2.95 -0.48 2.94
C -2.36 -1.79 2.83
C -2.80 -2.68 3.99
C -2.31 -2.19 5.35
C -0.79 -2.23 5.48
H -3.72 2.98 6.89
H -2.36 2.08 6.21
H -3.90 2.12 5.36
H -2.17 4.57 5.94
H -3.60 4.57 4.93
H -1.09 2.94 4.30
H -1.35 4.59 3.73
H -1.89 3.15 1.95
H -3.44 3.78 2.55
H -4.06 1.67 3.15
H -3.96 -0.46 3.04
H -1.28 -1.67 2.81
H -2.66 -2.25 1.88
H -2.41 -3.68 3.80
H -3.89 -2.74 4.01
H -2.75 -2.82 6.13
H -2.66 -1.17 5.52
H -0.41 -3.21 5.21
H -0.49 -2.01 6.51
H -0.33 -1.49 4.82
C 5.01 1.99 0.84
N 3.86 1.13 0.78
C 4.10 -0.30 0.72
C 2.62 1.61 0.69
O 1.61 0.94 0.54
H 5.62 1.76 1.72
H 4.70 3.03 0.89
H 5.64 1.85 -0.05
H 4.90 -0.55 1.41
H 4.40 -0.62 -0.29
H 3.19 -0.83 0.99
H 2.56 2.71 0.80
I -0.08 -2.26 -0.31
```


[4]
The following is a quantum chemistry calculation of a 2-piece molecular cluster, C3H8IP overall at a distorted geometry, from the Open Molecules 2025 dataset.

Calculated values
ΔE to the lowest compared entry with this formula, charge and spin   235.1 kJ/mol
E_LUMO   -0.1 eV
SMILES   C=CC.PI
Kohn-Sham gap   9.2 eV
Multiplicity   1

```
13
C3H8IP ωB97M-V with the def2-TZVPD basis set
C -0.63 0.41 1.53
C 0.01 0.16 0.25
C 0.88 1.04 -0.20
P 1.68 -1.58 -3.76
I 3.92 -1.33 -2.82
H -1.62 -0.07 1.70
H 0.19 -0.02 2.11
H -0.64 1.46 1.63
H -0.18 -0.82 -0.13
H 1.20 -1.66 -2.50
H 1.26 1.89 0.32
H 1.48 0.76 -0.97
H 1.34 -0.08 -3.79
```


[5]
The following is a quantum chemistry calculation of a 10-piece molecular cluster, C30H60O10 overall at a distorted geometry, from the Open Molecules 2025 dataset.

Calculated values
ΔE to the lowest compared entry with this formula, charge and spin   289.0 kJ/mol
E_LUMO   -0.1 eV
SMILES   CC(C)=O.CC(C)=O.CC(C)=O.CC(C)=O.CC(C)=O.CC(C)=O.CC(C)=O.CC(C)=O.CC(C)=O.CC(C)=O
Kohn-Sham gap   9.4 eV
Multiplicity   1

```
100
C30H60O10 ωB97M-V with the def2-TZVPD basis set
C -0.67 2.65 5.08
C -0.91 3.71 6.15
O -1.76 3.51 7.01
C 0.04 4.93 6.24
H 0.34 2.26 5.17
H -0.94 3.01 4.08
H -1.44 1.91 5.28
H 0.94 4.69 6.82
H -0.46 5.68 6.86
H 0.31 5.49 5.35
C 4.22 -3.01 -1.28
C 5.50 -2.89 -0.48
O 6.58 -2.77 -1.04
C 5.37 -3.19 0.97
H 3.39 -2.43 -0.88
H 4.01 -4.08 -1.29
H 4.39 -2.61 -2.28
H 4.87 -2.41 1.54
H 6.36 -3.26 1.41
H 4.83 -4.14 0.97
C -0.98 5.54 1.82
C -0.18 5.40 0.49
O -0.81 5.35 -0.59
C 1.32 5.65 0.43
H -1.53 4.61 1.99
H -1.66 6.38 1.70
H -0.42 5.74 2.73
H 1.87 4.78 0.80
H 1.63 6.50 1.02
H 1.61 5.88 -0.60
C -3.16 -2.77 0.62
C -4.22 -3.78 0.20
O -5.15 -4.07 0.98
C -4.15 -4.51 -1.14
H -3.65 -2.26 1.44
H -2.96 -2.09 -0.21
H -2.28 -3.30 0.97
H -3.45 -4.02 -1.81
H -5.09 -4.29 -1.64
H -3.98 -5.58 -1.07
C 1.68 -5.98 -0.67
C 0.96 -5.36 0.44
O 1.11 -4.15 0.70
C -0.12 -6.16 1.12
H 2.43 -5.28 -1.02
H 0.98 -6.21 -1.48
H 2.07 -6.93 -0.32
H -0.70 -5.48 1.75
H 0.14 -7.07 1.65
H -0.89 -6.46 0.41
C -3.90 3.91 -0.68
C -5.01 4.15 -1.70
O -6.15 3.69 -1.47
C -4.66 5.00 -2.88
H -4.39 3.92 0.29
H -3.24 4.77 -0.55
H -3.33 2.99 -0.74
H -4.02 5.87 -2.73
H -5.51 5.19 -3.54
H -4.08 4.29 -3.47
C -1.07 -2.81 -4.42
C -0.88 -2.54 -2.94
O -1.67 -1.82 -2.34
C 0.18 -3.32 -2.24
H -0.09 -3.03 -4.85
H -1.25 -1.86 -4.93
H -1.81 -3.57 -4.66
H 1.06 -2.70 -2.08
H 0.51 -4.23 -2.75
H -0.23 -3.62 -1.28
C 0.24 -0.77 0.77
C 0.02 0.50 1.60
O 0.34 0.55 2.74
C -0.54 1.67 0.77
H -0.41 -0.86 -0.10
H 0.11 -1.68 1.36
H 1.21 -0.85 0.27
H -0.64 2.54 1.41
H -1.52 1.42 0.38
H 0.16 1.93 -0.03
C -0.31 0.91 -3.80
C 0.13 2.07 -4.68
O 0.70 3.04 -4.26
C -0.13 2.09 -6.17
H -0.05 1.07 -2.76
H 0.11 -0.02 -4.19
H -1.39 0.91 -3.93
H -0.70 1.20 -6.44
H 0.66 2.11 -6.92
H -0.78 2.95 -6.34
C 3.18 -1.16 3.14
C 3.56 0.27 2.76
O 3.49 1.20 3.51
C 4.24 0.43 1.45
H 2.57 -1.54 2.33
H 2.48 -1.05 3.97
H 4.08 -1.72 3.40
H 4.58 1.46 1.39
H 3.64 0.07 0.61
H 5.17 -0.13 1.39
```


[6]
The following is a quantum chemistry calculation of C22H42Cl2MnN5O4SSi4Te as an isolated structure, from the Open Molecules 2025 dataset.

Calculated values
ΔE to the lowest compared entry with this formula, charge and spin   22.1 kJ/mol
E_LUMO (spin up / spin down)   2.1 / 2.0 eV
Charge   -1
Kohn-Sham gap (spin up / spin down)   6.6 / 6.7 eV
Multiplicity   6

```
82
C22H42Cl2MnN5O4SSi4Te ωB97M-V with the def2-TZVPD basis set
Mn -0.40 -0.46 -0.50
Cl 4.35 4.91 -1.99
C 3.38 3.64 -1.30
C 3.98 2.70 -0.45
C 3.22 1.70 0.11
Cl 3.98 0.55 1.16
C 1.83 1.56 -0.14
O 1.15 0.62 0.42
C 1.26 2.53 -1.01
C -0.14 2.51 -1.37
O -0.95 1.63 -1.13
C 2.04 3.56 -1.57
H 5.03 2.76 -0.24
H -0.49 3.40 -1.94
H 1.57 4.28 -2.23
C 1.72 1.96 3.79
C 2.15 0.57 4.06
N 3.22 0.21 4.68
N 3.19 -1.16 4.62
C 2.13 -1.67 3.97
S 1.76 -3.26 3.66
N 1.44 -0.53 3.63
N 0.27 -0.54 2.88
H 2.44 2.64 4.24
H 0.73 2.15 4.20
H 1.68 2.13 2.71
H 3.93 -1.71 5.02
H 0.38 0.09 2.09
H -0.52 -0.28 3.46
N 0.17 -2.49 0.28
C -1.06 -3.29 0.36
C -1.97 -2.81 1.48
C -2.68 -1.47 1.27
O -3.84 -1.35 1.67
O -2.00 -0.52 0.72
H 0.81 -2.91 -0.39
H 0.62 -2.48 1.19
H -0.83 -4.35 0.54
H -1.57 -3.23 -0.61
H -1.37 -2.73 2.39
H -2.75 -3.56 1.67
C -2.44 -2.29 -7.58
Si -1.45 -2.58 -6.00
C -2.26 -3.95 -5.00
C 0.26 -3.15 -6.52
Si -1.30 -0.66 -4.67
Te 0.54 -1.08 -3.07
Si -0.68 1.15 -6.02
C 0.81 0.69 -7.06
C -2.09 1.65 -7.17
C -0.23 2.62 -4.94
Si -3.42 -0.24 -3.75
C -3.72 -1.30 -2.24
C -4.72 -0.64 -5.06
C -3.63 1.58 -3.30
H -2.52 -3.22 -8.16
H -1.95 -1.55 -8.21
H -3.45 -1.94 -7.37
H -2.27 -4.89 -5.55
H -3.28 -3.70 -4.73
H -1.70 -4.11 -4.07
H 0.20 -4.08 -7.09
H 0.89 -3.32 -5.64
H 0.76 -2.40 -7.14
H 0.56 -0.08 -7.79
H 1.61 0.30 -6.42
H 1.20 1.56 -7.60
H -2.40 0.81 -7.80
H -1.79 2.47 -7.83
H -2.96 1.98 -6.60
H 0.57 2.33 -4.24
H -1.09 2.94 -4.35
H 0.12 3.47 -5.53
H -3.45 -2.34 -2.43
H -4.77 -1.27 -1.94
H -3.14 -0.95 -1.38
H -4.73 -1.71 -5.30
H -4.54 -0.10 -5.99
H -5.72 -0.37 -4.69
H -2.90 1.86 -2.54
H -4.63 1.76 -2.90
H -3.49 2.22 -4.18
```


[7]
The following is a quantum chemistry calculation of a 2-piece molecular cluster, C31H28FN2O2 overall at a distorted geometry, from the Open Molecules 2025 dataset.

Calculated values
ΔE to the lowest compared entry with this formula, charge and spin   11.6 kJ/mol
E_LUMO   -6.1 eV
Charge   +1
Kohn-Sham gap   3.5 eV
Multiplicity   1

```
64
C31H28FN2O2 ωB97M-V with the def2-TZVPD basis set
O 5.93 1.31 1.21
N 5.29 0.69 2.10
O 5.83 -0.20 2.79
C 3.93 1.02 2.31
C 3.15 0.26 3.21
C 1.78 0.45 3.24
C 1.16 1.42 2.41
C -0.27 1.55 2.29
C -1.13 0.47 2.19
N -2.45 0.70 2.05
C -2.96 2.05 2.01
C -4.46 1.92 1.77
C -4.77 0.42 1.63
C -3.43 -0.32 1.73
C -0.68 -0.95 2.09
C 0.13 -1.29 1.00
C 0.58 -2.60 0.84
C 0.21 -3.58 1.76
C -0.63 -3.26 2.83
C -1.10 -1.95 2.98
C 2.00 2.28 1.64
C 3.35 2.04 1.53
H 3.65 -0.48 3.83
H 1.16 -0.17 3.88
H -0.68 2.57 2.27
H -2.73 2.55 2.96
H -2.47 2.64 1.22
H -4.99 2.37 2.61
H -4.74 2.47 0.86
H -5.42 0.08 2.43
H -5.26 0.20 0.68
H -3.19 -0.85 0.79
H -3.44 -1.09 2.51
H 0.39 -0.52 0.28
H 1.23 -2.84 -0.01
H 0.55 -4.61 1.62
H -0.92 -4.02 3.56
H -1.78 -1.69 3.80
H 1.53 3.09 1.08
H 3.99 2.61 0.87
F -4.39 -2.28 -3.96
C -3.09 -1.92 -3.71
C -2.23 -2.88 -3.18
C -0.92 -2.50 -2.92
C -0.43 -1.17 -3.19
C 0.93 -0.92 -2.90
C 1.77 0.21 -3.14
C 3.14 0.08 -2.74
C 4.06 1.10 -2.92
C 3.66 2.31 -3.50
C 2.32 2.47 -3.90
C 1.39 1.45 -3.74
C -1.38 -0.25 -3.73
C -2.69 -0.62 -4.01
H -2.58 -3.89 -2.97
H -0.22 -3.22 -2.50
H 1.46 -1.77 -2.46
H 3.46 -0.87 -2.31
H 5.10 0.97 -2.61
H 4.38 3.12 -3.65
H 2.00 3.42 -4.35
H 0.38 1.60 -4.09
H -1.08 0.78 -3.92
H -3.39 0.09 -4.44
```


[8]
The following is a quantum chemistry calculation of a 7-piece molecular cluster, H12O6 overall at a distorted geometry, from the Open Molecules 2025 dataset.

Calculated values
ΔE to the lowest compared entry with this formula, charge and spin   316.0 kJ/mol
E_LUMO   -0.6 eV
Kohn-Sham gap   10.0 eV
Multiplicity   1

```
18
H12O6 ωB97M-V with the def2-TZVPD basis set
H 1.25 1.31 -0.17
H 2.85 0.86 -0.43
H -1.42 -1.43 -1.03
H -0.60 -2.07 0.05
H -0.71 2.15 -0.91
H -0.84 1.61 0.63
H -0.55 -0.15 1.99
H -1.88 -0.51 1.32
H -0.33 0.88 -3.01
H 0.57 0.28 -1.66
H 1.21 -0.74 0.73
H 1.53 -1.87 1.83
O 1.87 0.56 -0.39
O -1.57 -1.89 -0.17
O -0.28 2.16 0.01
O -1.44 0.28 1.76
O -0.43 0.06 -1.84
O 0.76 -1.48 1.29
```


[9]
The following is a quantum chemistry calculation of F2NiP as an isolated structure at a distorted geometry, from the Open Molecules 2025 dataset.

Calculated values
E_LUMO (spin up / spin down)   -8.2 / -8.0 eV
Charge   +1
Kohn-Sham gap (spin up / spin down)   7.1 / 7.9 eV
Multiplicity   3

```
4
F2NiP ωB97M-V with the def2-TZVPD basis set
F 1.62 -0.87 0.15
P 1.07 0.63 0.36
F -1.68 -0.21 0.50
Ni -1.01 0.44 -1.02
```


[10]
The following is a quantum chemistry calculation of C3H4O4 in the gas phase at a distorted geometry, from the Open Molecules 2025 dataset.

Calculated values
ΔE to the lowest compared entry with this formula, charge and spin   413.2 kJ/mol
E_LUMO   0.6 eV
SMILES   OC1(O)O[C@@]12CO2
Kohn-Sham gap   11.2 eV
Multiplicity   1

```
11
C3H4O4 ωB97M-V with the def2-TZVPD basis set
C 1.69 -0.24 -0.06
C 0.36 0.12 0.28
C -1.07 0.03 0.24
O 1.26 1.13 -0.01
O -0.41 0.06 1.47
O -1.66 -1.09 -0.17
O -2.04 1.31 -0.22
H 2.50 -0.58 0.68
H 1.83 -0.61 -1.12
H -2.56 -0.82 -0.51
H -1.93 2.16 0.42
```


[11]
The following is a quantum chemistry calculation of a 2-piece molecular cluster, C10H16O overall at a distorted geometry, from the Open Molecules 2025 dataset.

Calculated values
ΔE to the lowest compared entry with this formula, charge and spin   1228.0 kJ/mol
E_LUMO   0.7 eV
Kohn-Sham gap   9.4 eV
Multiplicity   1

```
27
C10H16O ωB97M-V with the def2-TZVPD basis set
C -3.10 -0.02 1.27
C -2.48 -0.14 -0.03
C -3.33 -0.31 -1.26
H -3.35 0.38 -1.97
H -4.51 -0.69 -1.11
H -3.21 -1.40 -1.68
C -1.25 -0.13 -0.13
C -0.59 1.33 0.12
C 0.81 1.50 -0.34
C 1.71 0.18 -0.02
C 1.04 -0.75 0.26
C -0.48 -1.08 0.20
H -0.61 -2.28 -0.33
H -0.65 -1.22 1.39
H 1.71 -1.83 0.31
C 3.09 0.38 0.05
H 3.55 0.77 0.87
O 3.87 -0.84 -0.05
H 3.69 -1.20 -0.94
H 3.37 1.10 -0.83
H 1.29 2.31 0.16
H 0.75 1.79 -1.17
H -0.59 1.40 1.39
H -1.24 2.20 0.09
H -1.00 0.16 -1.63
H -2.46 0.19 2.04
H -4.20 -0.31 1.36
```


[12]
The following is a quantum chemistry calculation of C26H33N3O3S in the gas phase, from the Open Molecules 2025 dataset.

Calculated values
ΔE to the lowest compared entry with this formula, charge and spin   19.8 kJ/mol
E_LUMO   0.6 eV
SMILES   COc1cccc2cc([C@@H](C)N(CCCN3CCOCC3)C(=S)Nc3ccc(C)cc3)oc12
Kohn-Sham gap   8.4 eV
Multiplicity   1

```
66
C26H33N3O3S ωB97M-V with the def2-TZVPD basis set
C 3.92 -2.55 2.76
H 3.41 -2.55 3.72
O 3.20 -1.67 1.94
C 3.62 -1.49 0.66
C 4.72 -2.08 0.07
C 5.06 -1.84 -1.27
C 4.31 -1.02 -2.07
C 3.19 -0.40 -1.50
C 2.87 -0.63 -0.15
O 1.77 0.07 0.20
C 1.36 0.74 -0.92
C 2.18 0.49 -1.97
H 2.10 0.89 -2.96
C 0.18 1.64 -0.77
N -0.98 0.91 -0.26
C -1.99 1.54 0.40
N -1.69 2.73 1.00
C -2.58 3.64 1.59
C -3.84 3.90 1.07
C -4.65 4.84 1.67
C -4.24 5.55 2.79
C -2.97 5.30 3.29
C -2.15 4.35 2.70
H -1.16 4.17 3.11
H -2.61 5.84 4.15
C -5.13 6.57 3.42
H -6.13 6.16 3.58
H -5.23 7.44 2.77
H -4.73 6.90 4.37
H -5.63 5.03 1.26
H -4.19 3.37 0.19
H -0.74 2.84 1.32
S -3.50 0.86 0.51
C -1.23 -0.41 -0.81
H -0.49 -0.62 -1.58
C -1.14 -1.49 0.28
C -1.33 -2.87 -0.33
N -0.24 -3.22 -1.23
C 0.92 -3.73 -0.51
C 2.06 -3.98 -1.50
O 1.68 -4.89 -2.51
C 0.55 -4.41 -3.19
C -0.63 -4.18 -2.24
H -1.48 -3.78 -2.80
H -0.92 -5.15 -1.80
H 0.30 -5.16 -3.94
H 0.79 -3.46 -3.69
H 2.92 -4.42 -1.00
H 2.35 -3.02 -1.96
H 1.24 -3.00 0.23
H 0.68 -4.68 0.01
H -2.26 -2.87 -0.90
H -1.43 -3.62 0.48
H -1.92 -1.31 1.02
H -0.17 -1.41 0.78
H -2.23 -0.43 -1.25
C -0.17 2.34 -2.09
H -0.44 1.60 -2.85
H -1.02 3.00 -1.93
H 0.67 2.93 -2.44
H 0.46 2.41 -0.04
H 4.56 -0.85 -3.10
H 5.93 -2.33 -1.67
H 5.35 -2.75 0.64
H 3.93 -3.56 2.35
H 4.95 -2.21 2.91
```


Look up the multiplicity of the second one.
1


Among the records above, which one has the highest multiplicity?
C22H42Cl2MnN5O4SSi4Te